No. 1
Computed, not measured: a structure of composition C5H8EuLiO4 in a non-equilibrium geometry, with ωB97M-V/def2-TZVPD.

```
19
Properties=species:S:1:pos:R:3:lowdin_spin:R:1
O 2.634 -0.352 0.738 0.03
C 2.095 -1.685 0.684 0.01
C 1.011 -1.927 1.739 0.01
H 1.671 -1.844 -0.329 0.00
H 2.937 -2.401 0.741 0.00
H 1.314 -2.673 2.495 0.00
H 0.130 -2.427 1.307 0.00
O -1.230 -0.121 -0.772 0.03
C -1.109 0.127 0.535 0.01
C -2.576 -0.520 -1.072 0.00
O -0.306 0.994 0.918 0.04
O -2.225 -0.136 1.193 0.00
C -3.149 -0.808 0.320 0.00
H -2.512 -1.405 -1.714 0.00
H -3.071 0.308 -1.590 0.00
H -3.137 -1.876 0.568 0.00
H -4.143 -0.383 0.478 0.00
Eu 1.915 1.478 -0.483 7.77
Li 1.782 -0.044 2.386 0.09
```

As for the expectation value of S²: 20.009. The calculation puts the total energy at -33035.369 eV. As for the multiplicity: 9. For the energy above the lowest of the compared OMol25 structures with the same formula, charge and spin, the calculation gives 9.7 kcal/mol. Its total charge is 0.

No. 2
Computed, not measured: a cluster of 2 separate species, C4H12N2O2 in total in a non-equilibrium geometry, with ωB97M-V/def2-TZVPD.

```
20
Properties=species:S:1:pos:R:3:nbo_charge:R:1
C -0.977 -0.140 -2.019 -0.69
C 0.202 -0.731 -1.259 -0.02
C -0.145 -2.100 -0.533 -0.62
N 0.777 0.175 -0.200 -0.67
C 0.393 1.526 -0.021 0.79
N 0.241 1.968 1.232 -0.85
O -0.027 2.159 -0.970 -0.67
H -1.128 -0.521 -3.041 0.21
H -1.863 -0.183 -1.413 0.19
H -0.694 1.089 -2.169 0.30
H 0.870 -0.883 -2.044 0.18
H 0.803 -2.649 -0.418 0.21
H -0.796 -2.481 -1.287 0.22
H -0.721 -2.044 0.396 0.20
H 1.231 -0.246 0.576 0.38
H 0.461 1.508 2.044 0.40
H -0.131 2.935 1.278 0.40
H -0.007 -0.242 3.047 0.47
H 0.616 0.661 3.794 0.47
O 0.896 0.198 3.005 -0.91
```

The calculation puts the total energy at -11416.817 eV. For the energy above the lowest of the compared OMol25 structures with the same formula, charge and spin, the calculation gives 55.3 kcal/mol. Its total charge is 0. As for the SMILES: CC(C)NC(N)=O.O.

No. 3
Computed, not measured: the molecule C3H2ClFS in a non-equilibrium geometry, with ωB97M-V/def2-TZVPD.

```
8
Properties=species:S:1:pos:R:3:nbo_charge:R:1
C 0.764 0.330 -0.933 0.33
C 0.055 0.436 0.214 -0.22
C -0.796 -0.589 0.747 -0.32
H 1.519 0.983 -1.322 0.19
H -1.101 -0.386 1.780 0.22
F 0.446 -0.616 -1.754 -0.28
S -1.377 -1.914 -0.003 0.08
Cl 0.489 1.756 1.271 0.01
```

The calculation puts the total energy at -29216.818 eV. For the energy above the lowest of the compared OMol25 structures with the same formula, charge and spin, the calculation gives 7.8 kcal/mol. Its total charge is 0. As for the SMILES: F/C=C(/Cl)C=S.

No. 4
Computed, not measured: a structure of composition C21H38N in a non-equilibrium geometry, with ωB97M-V/def2-TZVPD.

```
60
Properties=species:S:1:pos:R:3:nbo_charge:R:1
C -2.783 -3.643 -1.268 -0.60
C -1.974 -3.394 -0.030 -0.38
C -0.566 -2.723 -0.256 -0.37
C 0.028 -2.546 1.070 -0.39
C 1.381 -2.057 0.774 -0.34
C 2.328 -2.927 0.379 -0.50
C 3.722 -2.417 0.468 -0.33
C 3.950 -1.017 -0.694 -0.40
C 3.854 0.292 0.134 -0.37
C 3.516 1.407 -0.640 -0.40
C 3.251 2.923 0.222 -0.36
C 2.381 3.913 -0.583 -0.45
C 1.090 3.216 -0.998 -0.37
C 0.308 2.835 0.293 -0.33
C -1.140 2.360 -0.304 -0.26
H -1.156 1.732 -0.954 0.17
H -1.661 3.117 -0.358 0.17
C -1.876 1.537 1.017 -0.24
N -3.074 1.324 0.461 -0.25
C -4.236 2.084 0.887 0.15
C -5.527 1.730 0.245 -0.23
C -5.815 0.651 -0.212 -0.15
C -4.621 -0.165 -0.560 -0.16
C -3.428 0.134 0.014 0.01
H -2.500 -0.368 -0.574 0.23
H -4.653 -1.183 -1.165 0.27
H -6.674 0.109 -0.713 0.28
H -6.255 2.573 0.518 0.26
H -4.077 2.904 1.435 0.22
H -1.862 2.163 1.910 0.23
H -1.259 0.797 1.112 0.23
H 0.217 3.406 0.979 0.17
H 0.835 1.882 0.595 0.20
H 0.510 4.158 -1.251 0.20
H 1.083 2.639 -1.724 0.19
H 3.049 4.354 -1.341 0.22
H 2.448 4.675 0.028 0.22
H 2.846 2.490 1.426 0.17
H 4.278 3.176 0.448 0.21
H 2.416 1.325 -1.016 0.17
H 4.288 1.547 -1.263 0.21
H 3.056 0.230 1.288 0.14
H 4.784 0.427 0.707 0.21
H 4.876 -1.217 -1.072 0.21
H 3.084 -0.975 -1.406 0.19
H 4.615 -3.145 -0.093 0.20
H 4.221 -2.178 1.362 0.21
H 2.511 -3.909 0.951 0.25
H 2.121 -3.002 -0.798 0.22
H 1.578 -1.492 1.958 0.16
H 1.295 -0.946 0.242 0.20
H 0.097 -3.397 1.612 0.21
H -0.470 -1.780 1.591 0.18
H -0.069 -3.620 -0.694 0.21
H -0.658 -1.969 -0.718 0.16
H -2.007 -4.227 0.734 0.22
H -2.750 -2.764 0.520 0.16
H -2.965 -2.731 -1.901 0.17
H -2.264 -4.296 -1.903 0.21
H -3.697 -4.024 -0.894 0.21
```

The calculation puts the total energy at -23859.896 eV. For the energy above the lowest of the compared OMol25 structures with the same formula, charge and spin, the calculation gives 428.3 kcal/mol. Its total charge is +1.

No. 5
Computed, not measured: a cluster of 13 separate species, C29H55BCl2N5O36 in total in a non-equilibrium geometry, with ωB97M-V/def2-TZVPD.

```
128
Properties=species:S:1:pos:R:3:mulliken_charge:R:1
O 2.550 0.930 3.540 -0.67
C 1.816 0.794 2.606 0.58
O 0.531 0.451 2.686 -0.49
B -0.050 0.460 1.342 0.38
O 1.078 0.701 0.429 0.44
C 2.177 0.951 1.094 0.45
O 3.267 1.084 0.617 -0.68
O -1.103 1.484 1.200 -0.61
C -2.270 0.921 0.923 0.10
O -3.319 1.438 0.712 -0.50
C -1.964 -0.567 0.690 0.16
O -0.710 -0.798 0.944 0.51
O -2.763 -1.363 0.278 -0.42
Cl -2.176 3.310 -2.943 -0.21
C -0.777 3.415 -1.852 -0.01
C 0.312 2.434 -2.163 0.86
Cl 1.116 2.646 -3.748 -0.24
H -1.294 3.146 -0.933 -0.37
H -0.363 4.422 -1.858 0.45
H -0.076 1.421 -2.073 -0.40
H 1.139 2.581 -1.473 -0.08
C 4.847 3.739 2.685 -0.47
N 6.260 3.416 2.479 0.95
O 7.040 4.277 2.868 -0.59
O 6.605 2.311 2.123 -0.53
H 4.242 2.876 2.416 -0.08
H 4.584 4.604 2.082 0.32
H 4.736 3.963 3.741 0.30
C -3.432 -0.417 -2.283 0.35
N -4.126 0.136 -3.499 1.09
O -5.339 0.218 -3.548 -0.64
O -3.379 0.545 -4.365 -0.61
H -2.547 -0.847 -2.736 -0.19
H -4.106 -1.165 -1.877 0.18
H -3.275 0.393 -1.580 -0.23
C 0.254 -3.208 -1.753 -0.42
N -0.416 -2.222 -2.623 1.16
O -1.068 -2.626 -3.555 -0.64
O -0.285 -1.057 -2.356 -0.54
H 1.243 -3.431 -2.139 0.25
H -0.383 -4.083 -1.654 0.20
H 0.282 -2.687 -0.796 0.00
C -6.149 -0.116 0.605 -0.53
N -6.825 1.144 0.954 1.03
O -6.532 1.711 1.979 -0.59
O -7.681 1.556 0.196 -0.57
H -5.952 -0.637 1.540 0.26
H -5.187 0.063 0.138 0.11
H -6.844 -0.707 0.018 0.33
C 6.449 0.502 -0.548 -0.29
N 7.783 0.007 -0.126 1.01
O 7.851 -0.569 0.940 -0.54
O 8.704 0.200 -0.893 -0.61
H 5.664 -0.099 -0.101 -0.15
H 6.418 0.549 -1.630 0.33
H 6.332 1.491 -0.109 0.23
C 0.823 4.244 1.593 -0.06
O 0.440 5.477 0.993 -0.42
C -0.853 5.651 0.761 0.84
O -1.729 4.862 0.981 -0.50
O -1.024 6.888 0.305 -0.40
C -2.343 7.349 0.096 -0.72
H 1.847 4.183 1.931 0.08
H 0.546 3.438 0.907 -0.20
H 0.130 4.023 2.410 0.43
H -2.943 7.126 0.981 0.35
H -2.838 6.914 -0.773 0.28
H -2.277 8.426 -0.043 0.28
C 3.008 -1.175 -1.823 0.91
O 3.688 -1.529 -3.008 -0.30
C 2.948 -2.146 -3.924 0.70
O 1.830 -2.544 -3.759 -0.61
O 3.678 -2.242 -5.024 -0.39
C 3.091 -3.064 -6.022 -0.71
H 2.109 -0.578 -1.965 -0.02
H 3.542 -0.764 -0.968 -0.59
H 2.707 -2.122 -1.348 -0.02
H 2.084 -2.780 -6.314 0.29
H 3.021 -4.107 -5.687 0.29
H 3.797 -3.162 -6.846 0.28
C 0.875 -5.854 2.146 -0.66
O 0.134 -4.793 2.714 -0.20
C 0.751 -4.035 3.625 0.86
O 1.791 -4.276 4.164 -0.56
O -0.024 -2.978 3.834 -0.25
C 0.441 -2.060 4.839 -0.67
H 0.750 -6.744 2.764 0.29
H 1.932 -5.665 1.963 0.23
H 0.451 -6.079 1.167 0.20
H 1.420 -1.700 4.541 0.20
H 0.323 -2.532 5.812 0.42
H -0.238 -1.209 4.845 0.16
C -6.708 7.310 0.412 -0.61
O -7.079 6.136 -0.265 -0.36
C -6.102 5.265 -0.482 0.76
O -4.998 5.343 -0.019 -0.50
O -6.541 4.331 -1.312 -0.39
C -5.677 3.259 -1.622 -0.11
H -5.827 7.792 -0.017 0.24
H -6.384 7.083 1.431 0.27
H -7.489 8.059 0.501 0.25
H -6.259 2.604 -2.261 0.23
H -5.244 2.756 -0.751 0.02
H -4.754 3.554 -2.134 0.22
C 6.773 -4.513 1.182 -0.53
O 5.850 -4.897 2.192 -0.37
C 4.950 -4.024 2.650 0.60
O 4.420 -4.177 3.720 -0.51
O 4.715 -2.998 1.831 -0.13
C 3.536 -2.234 2.086 -0.18
H 6.432 -3.720 0.522 0.21
H 6.891 -5.366 0.507 0.25
H 7.746 -4.337 1.637 0.26
H 2.674 -2.735 1.660 0.12
H 3.642 -1.229 1.673 -0.36
H 3.492 -2.010 3.151 0.56
C -2.926 -5.208 -2.991 -0.74
O -2.283 -5.252 -1.713 -0.33
C -3.011 -4.748 -0.700 0.78
O -4.168 -4.440 -0.740 -0.60
O -2.193 -4.628 0.331 -0.07
C -2.650 -3.979 1.513 -0.36
H -2.159 -5.313 -3.749 0.24
H -3.586 -4.356 -3.138 0.31
H -3.606 -6.067 -3.024 0.32
H -1.793 -3.488 1.967 -0.03
H -3.082 -4.689 2.217 0.36
H -3.380 -3.214 1.253 0.20
```

The calculation puts the total energy at -137841.016 eV. For the energy above the lowest of the compared OMol25 structures with the same formula, charge and spin, the calculation gives 0.0 kcal/mol. Its total charge is -1.

No. 6
Computed, not measured: the molecule C5H10O, with ωB97M-V/def2-TZVPD.

```
16
Properties=species:S:1:pos:R:3:nbo_charge:R:1
C -0.286 -2.455 0.214 -0.63
C -0.392 -0.954 0.458 -0.06
C 0.724 1.610 -0.634 -0.31
C -0.627 2.072 -0.152 -0.65
C 1.384 0.541 -0.186 0.15
O 0.934 -0.457 0.622 -0.53
H 0.576 -2.827 0.776 0.22
H -1.181 -3.008 0.525 0.21
H -0.096 -2.652 -0.845 0.21
H -0.831 -0.429 -0.392 0.18
H -0.987 -0.724 1.356 0.17
H 1.249 2.259 -1.343 0.21
H -0.979 1.509 0.719 0.21
H -0.518 3.111 0.176 0.22
H -1.410 2.025 -0.921 0.21
H 2.442 0.378 -0.372 0.18
```

The calculation puts the total energy at -7393.439 eV. For the energy above the lowest of the compared OMol25 structures with the same formula, charge and spin, the calculation gives 30.6 kcal/mol. Its total charge is 0. As for the SMILES: C/C=C\OCC.

Number 1 is which compound?
C5H8EuLiO4

What is the total charge in the third record?
0

Which value of energy above the lowest of the compared OMol25 structures with the same formula, charge and spin does entry 3 give?
7.8 kcal/mol